Record 1
Computed, not measured: a structure of composition C35H42CeGeS3, with ωB97M-V/def2-TZVPD.

Values from the calculation:
E_HOMO (spin up / spin down) in eV: -3.358 / -3.352
Gap between HOMO and LUMO (spin up / spin down) in eV: 5.83 / 5.83

ORCA input file:
```
! wB97M-V def2-TZVPD RIJCOSX def2/J DEFGRID3
* xyz -1 2
Ce -0.53517 -1.84245 0.42204
C -2.70617 -2.89880 2.00194
C -2.20675 -1.76216 2.69951
C -2.54002 -0.60976 1.93141
C -3.16260 -1.01498 0.73333
C -3.27143 -2.43551 0.80797
C -4.04515 -3.31198 -0.13704
C -3.74382 -0.14125 -0.33845
C -2.40134 0.81895 2.41334
C -1.59589 -1.70527 4.09114
C -2.80111 -4.28516 2.56114
H -3.64202 -4.32950 -0.16352
H -4.02244 -2.90514 -1.15206
H -5.09164 -3.39210 0.16540
H -3.12199 0.75436 -0.47958
H -4.79406 0.15861 -0.13806
H -3.78440 -0.66543 -1.29045
H -1.36869 1.17243 2.48172
H -2.84123 0.89704 3.39428
H -2.95350 1.49787 1.78322
H -1.01673 -0.78259 4.24420
H -1.01330 -2.57972 4.35793
H -2.43790 -1.68153 4.82935
H -2.55302 -5.04219 1.80681
H -3.79378 -4.52086 2.94363
H -2.09545 -4.42162 3.38103
C 3.11116 -5.13031 -0.31582
C 3.17489 -4.25893 0.66842
S 1.86807 -1.26430 -0.79605
C 1.77287 -1.01424 -2.67933
C 0.85117 -1.97506 -3.37437
S -0.74626 -1.86680 -2.50242
C -1.36129 -3.51582 -2.91757
C -0.61473 -4.67248 -2.23731
S -0.54053 -4.64066 -0.42549
H 2.14144 -5.56773 -0.56229
H 3.97357 -5.42917 -0.89465
H 4.10689 -3.78365 1.00136
H 2.26042 -4.01178 1.19815
H 2.78385 -1.05117 -3.03827
H 1.37445 0.01150 -2.79178
H 1.20572 -2.99472 -3.35566
H 0.64872 -1.68310 -4.40436
H -1.33514 -3.56463 -4.03232
H -2.40075 -3.55376 -2.58629
H 0.41535 -4.67403 -2.63005
H -1.09554 -5.59668 -2.59393
C 0.89108 -0.08198 -0.04812
Ge 1.36023 1.79318 -0.09550
C 1.39156 2.61144 1.68264
C 2.48902 2.38084 2.50641
C 2.67158 3.08045 3.71547
C 1.73723 4.03194 4.10848
C 0.61529 4.27516 3.31150
C 0.45237 3.55118 2.12850
C 3.01593 2.53854 -0.77962
C 4.03674 1.89117 -1.43514
C 5.06225 2.62839 -2.04587
C 5.08500 4.00675 -1.92714
C 4.08310 4.67203 -1.21324
C 3.07173 3.91313 -0.65494
C -0.02194 2.80251 -1.17819
C 0.19189 3.57762 -2.33242
C -0.88117 4.07859 -3.06137
C -2.20235 3.91641 -2.61741
C -2.42460 3.23502 -1.41612
C -1.33229 2.70793 -0.72000
H 3.27565 1.72615 2.16624
H 3.53111 2.92287 4.33940
H 1.89609 4.59273 5.02107
H -0.15157 5.01014 3.60672
H -0.40725 3.77993 1.51168
H 3.99689 0.81306 -1.54019
H 5.80680 2.16206 -2.62897
H 5.84671 4.56230 -2.43194
H 4.07424 5.75854 -1.11965
H 2.27365 4.42525 -0.14154
H 1.18435 3.76284 -2.73041
H -0.68611 4.58993 -4.00560
H -3.02271 4.33735 -3.23860
H -3.41021 3.08033 -0.99909
H -1.55499 2.13253 0.18276
*
```

---

Record 2
Computed, not measured: a cluster of 6 separate species, C5H20ClN4O5 in total, with ωB97M-V/def2-TZVPD.

Values from the calculation:
E_HOMO in eV: -6.793
Gap between HOMO and LUMO in eV: 9.91

ORCA input file:
```
! wB97M-V def2-TZVPD RIJCOSX def2/J DEFGRID3
* xyz -1 1
Cl -0.27511 0.96420 -0.06675
C -3.77945 -0.91428 0.24562
O -2.98663 -0.60662 -0.90310
H -4.27380 -0.03886 0.66356
H -4.55073 -1.59937 -0.13313
H -3.27060 -1.50824 1.01036
H -2.24329 -0.05888 -0.57960
C 2.81067 -0.11775 1.36467
O 1.91659 0.21521 2.41158
H 2.86530 -1.21066 1.28464
H 2.46517 0.31389 0.42514
H 3.81552 0.21826 1.62229
H 1.04256 0.41704 2.06113
C -0.76362 2.27477 3.72576
O -1.64731 2.22944 2.62188
H -0.24634 1.31727 3.88456
H 0.05516 2.97733 3.50948
H -1.34134 2.55311 4.60338
H -1.15693 2.10853 1.79285
C 0.12332 -3.51974 -0.86226
O 0.83869 -4.52484 -0.81204
N -1.23828 -3.63564 -0.96736
N 0.60658 -2.25929 -0.92213
H -1.83208 -2.82723 -1.00906
H -1.51242 -4.59530 -0.85128
H 0.02670 -1.42779 -0.89295
H 1.58773 -2.12201 -1.07263
C 1.93772 2.11591 -3.15927
O 2.61218 2.60831 -4.06863
N 1.65350 2.80582 -2.01148
N 1.41743 0.85963 -3.18913
H 1.05586 2.39318 -1.30850
H 1.89080 3.77728 -2.02734
H 1.50307 0.28338 -4.00032
H 0.89336 0.53393 -2.38994
*
```

---

Record 3
Computed, not measured: the ion C6H12NO with charge +1, with ωB97M-V/def2-TZVPD.

Values from the calculation:
E_HOMO in eV: -13.705
Gap between HOMO and LUMO in eV: 5.28
SMILES string: C=[NH+]/C=C/CCCO

ORCA input file:
```
! wB97M-V def2-TZVPD RIJCOSX def2/J DEFGRID3
* xyz 1 1
C 1.24174 0.40467 1.23981
O 1.00909 -1.06017 1.39894
C 2.00864 0.62160 -0.06554
C 1.29546 0.18177 -1.45828
C -0.07947 -0.37310 -1.29934
C -1.17127 0.41406 -1.11125
N -2.26315 0.13574 -0.32674
C -2.10570 -0.42387 1.16202
H 1.65438 0.84245 2.22320
H 0.21997 0.82395 1.26423
H 0.03284 -1.07488 1.27000
H 2.16088 1.73971 -0.10382
H 3.07720 0.19840 0.14052
H 1.86056 -0.61766 -1.98921
H 1.14774 1.07892 -2.13124
H -0.18786 -1.53711 -1.17427
H -1.03522 1.44997 -1.40468
H -3.16626 0.59759 -0.49273
H -2.44097 0.38199 1.71488
H -2.69030 -1.30293 0.97418
*
```

---

Record 4
Computed, not measured: an isolated molecule of C4H9BrN2S, with ωB97M-V/def2-TZVPD.

Values from the calculation:
E_HOMO in eV: -8.666
Gap between HOMO and LUMO in eV: 8.80
SMILES string: CC(C)N(Br)C(N)=S

ORCA input file:
```
! wB97M-V def2-TZVPD RIJCOSX def2/J DEFGRID3
* xyz 0 1
C -1.64212 0.29730 0.89898
C 2.00641 -0.42041 0.37757
C 0.47693 -0.79674 -1.60344
C 0.55162 -0.66820 -0.14876
N -2.26221 1.46438 1.11601
N -0.25375 0.48268 0.26076
S -2.16892 -1.10842 1.41812
Br -0.09056 1.96358 -0.88736
H 2.32128 0.39447 -0.18764
H 2.00835 -0.13029 1.50378
H 2.60780 -1.36894 0.30399
H 1.09982 0.02534 -2.05714
H -0.40522 -0.69479 -1.96233
H 0.78672 -1.82262 -1.81216
H -0.01580 -1.45334 0.50163
H -2.09997 2.28622 0.45252
H -2.92038 1.54979 1.82544
*
```

---

Record 5
Computed, not measured: a cluster of 2 separate species, H2 in total, with ωB97M-V/def2-TZVPD.

Values from the calculation:
E_HOMO in eV: -11.260
Gap between HOMO and LUMO in eV: 10.45

ORCA input file:
```
! wB97M-V def2-TZVPD RIJCOSX def2/J DEFGRID3
* xyz 0 1
H -0.14025 0.51576 0.57992
H 0.14025 -0.51576 -0.57992
*
```

---

Table of energy (eV), in record order: -138927.49605, -34234.71841, -9939.53150, -88149.86896, -28.09734